{"formula": "C6H11F", "method": "ωB97M-V/def2-TZVPD", "species": ["C", "C", "C", "C", "C", "C", "H", "H", "H", "H", "H", "H", "H", "H", "H", "H", "H", "F"], "xyz": [[1.5701, -0.9583, -0.5091], [0.3721, 0.1146, -0.8521], [0.3354, 1.3368, 0.0353], [-1.1223, 1.2517, 0.0568], [-0.9237, -0.3824, -0.3016], [-0.7672, -0.8775, 1.0824], [1.1766, -1.9190, -0.6345], [1.8057, -0.5020, 0.6372], [2.6350, -0.8024, -0.9094], [0.2682, 0.2946, -2.0270], [1.0471, 0.9737, 0.8089], [0.7611, 2.2408, -0.6161], [-1.4615, 1.4245, -1.1205], [-1.6787, 1.6093, 0.8411], [-1.7047, -1.0832, 1.5674], [-0.0802, -1.9570, 1.3319], [-0.0818, 0.0072, 1.5795], [-2.1512, -0.7716, -0.9702]], "forces_ev_per_angstrom": [[1.49, 5.35, 2.19], [2.67, -3.17, -4.38], [3.74, 2.20, -3.57], [-0.73, -2.67, -5.56], [-3.47, 3.71, 2.57], [3.68, -2.63, 2.51], [-0.06, -1.55, 0.33], [-0.58, -2.59, -2.60], [-1.92, -0.23, -0.34], [0.33, -0.10, 2.52], [-0.97, 1.61, 0.28], [-0.56, -1.50, 2.11], [0.26, 0.85, 3.40], [-1.77, 0.76, 1.53], [-0.37, 0.46, 0.30], [-1.98, 3.00, -1.13], [-2.24, -2.96, -0.40], [2.47, -0.53, 0.24]], "smiles": "C[C@@H]1CC[C@@]1(C)F", "e_tot_ha": -334.89163, "homo_ha": -0.344, "molar_mass_g_mol": 102.15, "orbital_gap_ev": 10.40, "total_charge": 0}

=====

{"formula": "C6H11F2NO2", "method": "ωB97M-V/def2-TZVPD", "species": ["C", "C", "C", "C", "C", "C", "H", "H", "H", "H", "H", "H", "H", "H", "H", "H", "H", "N", "O", "O", "F", "F"], "xyz": [[1.1841, 0.7116, 0.7626], [1.6952, 0.2093, -0.5629], [-0.1970, -1.3601, -0.4254], [-0.9363, -0.0622, -0.3595], [-2.3366, -0.3720, -0.0343], [-0.2813, 1.0376, 0.4386], [1.5632, -1.0981, 1.3532], [1.6267, 1.6072, 1.1068], [1.4212, 0.9264, -1.2786], [2.8138, 0.2169, -0.5820], [1.8207, -1.8939, -0.6946], [-0.6493, -2.1368, -1.1111], [0.0515, -1.7141, 0.5597], [-0.9181, 0.1907, -1.4533], [-2.7991, -1.0662, -0.7518], [-0.7819, 1.1568, 1.3622], [0.3433, 3.0972, 0.0811], [1.1961, -1.0996, -0.9706], [1.2455, -0.2650, 1.8415], [-0.3988, 2.1845, -0.2788], [-2.4006, -0.9868, 1.1343], [-3.2620, 0.7165, -0.1372]], "forces_ev_per_angstrom": [[-1.68, -1.79, 0.08], [2.81, -0.86, 0.62], [2.48, -1.21, -0.54], [-0.01, 0.25, -2.68], [-2.46, 0.08, -2.26], [0.78, -0.83, 1.55], [-0.54, 1.69, 1.51], [0.82, 1.04, 0.27], [-0.49, 1.07, -1.08], [-0.72, -0.31, -0.01], [-0.76, 1.23, -0.32], [0.12, 0.91, 1.06], [-1.29, -0.79, 0.45], [-0.24, 0.60, 0.84], [0.47, 0.05, -0.08], [-0.74, -0.12, 1.36], [-3.47, -4.61, -1.32], [-0.17, -0.80, 0.25], [1.05, -1.10, -2.18], [3.04, 6.21, -0.36], [-0.55, 0.15, 1.87], [1.57, -0.85, 0.99]], "e_tot_ha": -640.09834, "homo_ha": -0.340, "molar_mass_g_mol": 167.15, "orbital_gap_ev": 9.64, "total_charge": 0}

=====

{"formula": "C6H11FN2O3S", "method": "ωB97M-V/def2-TZVPD", "species": ["C", "C", "C", "C", "C", "N", "N", "C", "O", "S", "O", "O", "F", "H", "H", "H", "H", "H", "H", "H", "H", "H", "H", "H"], "xyz": [[3.2774, -0.6270, 0.8013], [2.0849, -0.6636, -0.2983], [1.1312, 0.6576, -0.2189], [-0.3673, 0.2352, -0.6513], [-1.1504, 1.5596, -1.1373], [-1.0132, -0.5568, 0.4294], [-1.0381, 0.0492, 1.6766], [-2.1604, 0.6794, 1.9532], [-3.0891, 1.5220, 2.0896], [-2.4402, -1.3801, -0.0251], [-3.0314, -2.2436, 1.0857], [-3.4980, -0.5256, -0.6936], [-1.9592, -2.5042, -1.2229], [4.2335, -0.2458, 0.2952], [3.4577, -1.6847, 1.2249], [2.9887, 0.0866, 1.6690], [2.5876, -0.6401, -1.3491], [1.4530, -1.6295, -0.2340], [1.5620, 1.4771, -0.9205], [1.2199, 1.0683, 0.8523], [-0.2711, -0.4586, -1.5831], [-1.2901, 1.6408, -2.2765], [-0.5019, 2.4719, -0.8127], [-2.1855, 1.7119, -0.6540]], "forces_ev_per_angstrom": [[-0.52, -0.10, -0.19], [0.50, 0.56, -0.47], [0.78, -1.22, 0.07], [0.92, 1.45, -2.06], [0.01, 1.18, 0.64], [-0.21, -1.70, -2.50], [-4.65, 2.39, 2.50], [-1.86, 4.54, -1.11], [6.02, -6.11, -0.17], [-6.11, -2.21, 0.40], [3.22, 3.05, -3.44], [4.14, -2.17, 1.55], [-0.06, 2.54, 2.29], [-1.35, -0.56, 0.95], [-0.17, 1.77, -0.65], [0.58, -1.28, -1.40], [-0.99, -0.29, 1.76], [1.01, 1.64, 0.08], [-1.07, -1.46, 1.07], [-0.64, -0.54, -1.61], [-0.21, 0.93, 1.88], [0.30, -0.45, 1.80], [-1.24, -1.51, -0.61], [1.61, -0.47, -0.79]], "smiles": "CCC[C@H](C)N(N=C=O)S(=O)(=O)F", "e_tot_ha": -1068.31766, "homo_ha": -0.385, "molar_mass_g_mol": 210.23, "orbital_gap_ev": 9.75, "total_charge": 0}

=====

{"formula": "C6H11IN", "method": "ωB97M-V/def2-TZVPD", "species": ["C", "C", "C", "C", "C", "C", "N", "I", "H", "H", "H", "H", "H", "H", "H", "H", "H", "H", "H"], "xyz": [[-1.0706, -0.3276, -0.7584], [-0.8650, -1.2874, -1.7801], [0.1313, 0.4774, -0.4786], [0.5711, 0.9899, 0.6843], [-0.3025, 0.6669, 1.8360], [1.8101, 1.6888, 0.9903], [-0.7962, -2.5772, -1.4749], [1.3445, 0.7460, -2.3206], [-1.9927, 0.2184, -1.0627], [-1.3660, -0.7709, 0.2225], [-0.7642, -0.8956, -2.7084], [-0.6708, -0.3449, 1.6687], [-1.2604, 1.4140, 1.8042], [0.2308, 0.7001, 2.8826], [2.4343, 0.9263, 1.4696], [1.6753, 2.4963, 1.6432], [2.3261, 2.0349, 0.1139], [-0.5886, -2.8726, -0.5646], [-0.8467, -3.2830, -2.1671]], "forces_ev_per_angstrom": [[-1.19, 0.84, 2.87], [0.19, -4.30, 2.74], [2.25, 1.64, -1.19], [-1.51, -1.08, -0.94], [-1.70, 1.45, 2.19], [1.06, -1.11, -1.04], [-0.24, 3.23, -2.10], [-0.49, 0.01, 1.01], [0.53, 0.26, -0.04], [0.02, -0.18, -0.95], [-0.21, 0.21, -3.31], [-0.19, 0.12, 0.77], [2.27, -1.78, 0.49], [-1.10, 0.15, -2.15], [0.21, 0.30, 0.17], [-0.31, 1.09, 1.09], [0.27, 0.15, -0.39], [-0.20, -0.33, 1.70], [0.33, -0.68, -0.92]], "smiles": "CC(C)=C(I)CC=[NH2+]", "e_tot_ha": -587.34542, "homo_ha": -0.461, "molar_mass_g_mol": 224.06, "orbital_gap_ev": 7.40, "total_charge": 1}

=====

{"formula": "C6H11N", "method": "ωB97M-V/def2-TZVPD", "species": ["C", "N", "C", "C", "C", "C", "C", "H", "H", "H", "H", "H", "H", "H", "H", "H", "H", "H"], "xyz": [[2.1691, 1.8851, -1.1585], [-0.0469, -0.1275, -1.5974], [0.3166, 0.3520, -0.3287], [1.3941, 1.1380, -0.0879], [-2.3494, -1.5638, 1.7237], [-1.3642, -1.0715, 0.7146], [-0.2455, -0.3483, 0.8526], [3.2275, 1.6998, -0.9444], [2.0107, 1.4379, -2.1498], [1.9992, 2.9621, -1.0893], [-0.0379, -1.1216, -1.7009], [0.3097, 0.4306, -2.3559], [2.0060, 0.8635, 0.7693], [-3.0164, -0.7169, 1.9051], [-2.9514, -2.3616, 1.2905], [-1.9263, -1.9611, 2.6408], [-1.7328, -1.1597, -0.3095], [0.2376, -0.3371, 1.8256]], "forces_ev_per_angstrom": [[0.23, -0.97, 0.71], [-1.12, 1.75, 0.17], [2.34, -1.45, 1.12], [0.33, -0.29, -1.18], [0.19, -0.28, -0.24], [-0.07, 0.37, -0.72], [-0.90, -1.09, -0.51], [0.00, 0.30, -0.09], [-0.19, 0.61, 0.01], [-0.06, -0.12, -0.47], [0.05, -0.18, -0.06], [0.07, -0.47, -0.09], [-0.85, 0.86, 0.68], [-0.08, -0.20, 0.38], [-0.07, -0.01, 0.00], [0.11, 0.29, 0.26], [-0.11, 0.21, 0.18], [0.11, 0.68, -0.15]], "smiles": "C/C=C(N)/C=C/C", "e_tot_ha": -289.90404, "homo_ha": -0.278, "molar_mass_g_mol": 97.16, "orbital_gap_ev": 8.60, "total_charge": 0}

=====

{"formula": "C6H11N", "method": "ωB97M-V/def2-TZVPD", "species": ["C", "N", "C", "C", "C", "C", "C", "H", "H", "H", "H", "H", "H", "H", "H", "H", "H", "H"], "xyz": [[2.1723, -1.2445, 1.7486], [-0.6633, -1.4527, 0.7202], [0.2346, -0.4444, 0.3400], [1.5467, -0.5037, 0.6108], [-1.6544, 1.8780, -2.0268], [-1.5525, 0.8339, -0.9391], [-0.3879, 0.7232, -0.2623], [2.6587, -0.5784, 2.4649], [1.4103, -1.8285, 2.2645], [2.9957, -1.9104, 1.4751], [-1.3889, -1.6453, 0.0517], [-0.3745, -2.2723, 1.2222], [2.2384, 0.0898, 0.0228], [-0.9908, 2.7033, -1.7715], [-1.3674, 1.4439, -2.9773], [-2.6594, 2.2851, -2.0586], [-2.4339, 0.2957, -0.6082], [0.2163, 1.6272, -0.2771]], "forces_ev_per_angstrom": [[0.08, -0.95, -0.33], [-0.71, 0.32, 0.50], [-0.64, -0.77, 1.11], [0.82, 0.64, 0.22], [-0.60, 0.21, 1.41], [0.70, 0.43, 0.79], [0.02, 0.21, -1.66], [-0.40, 0.32, -0.01], [0.21, -0.05, 0.27], [-0.17, -0.22, -0.27], [-0.06, 0.09, 0.05], [0.43, 0.05, -0.23], [-0.31, 0.75, 0.35], [0.20, 0.02, -0.27], [-0.05, 0.02, -0.21], [-0.21, 0.06, -0.41], [0.07, -0.73, -0.72], [0.63, -0.38, -0.59]], "smiles": "C/C=C(N)/C=C/C", "e_tot_ha": -289.89907, "homo_ha": -0.273, "molar_mass_g_mol": 97.16, "orbital_gap_ev": 8.28, "total_charge": 0}

=====

{"formula": "C6H11N", "method": "ωB97M-V/def2-TZVPD", "species": ["C", "C", "N", "C", "C", "C", "C", "H", "H", "H", "H", "H", "H", "H", "H", "H", "H", "H"], "xyz": [[-0.9544, 0.5691, -3.3529], [-0.5343, 0.5441, -2.0544], [0.4562, -0.3142, -1.6154], [0.5787, -0.9808, -0.3251], [0.1297, 0.5533, 3.2066], [0.6820, 0.0636, 1.8965], [-0.0636, -0.4985, 0.9151], [-0.7550, -0.3409, -3.9871], [-1.7053, 1.3162, -3.7382], [-1.2179, 0.8625, -1.3370], [1.0879, -0.7342, -2.2107], [0.3416, -2.0682, -0.3671], [1.6127, -1.1867, 0.0074], [0.3033, 1.5717, 3.3189], [-0.8819, 0.5192, 3.3305], [0.4988, -0.0408, 3.9856], [1.5997, 0.5530, 1.5474], [-1.1784, -0.3884, 0.7798]], "forces_ev_per_angstrom": [[-0.46, -0.37, -0.16], [-0.12, -2.35, -2.35], [-0.89, 0.72, 2.48], [1.07, -1.75, 0.66], [1.39, -0.76, -1.62], [-1.97, 0.84, -1.25], [-0.92, 1.94, -0.38], [0.39, 1.51, 0.33], [0.88, -1.06, 0.73], [-0.31, 1.55, 1.59], [1.00, -0.47, -2.09], [-0.84, 0.36, -0.55], [0.37, 1.06, -0.79], [1.11, 1.85, 0.54], [-3.10, -0.69, -0.34], [1.01, -0.48, 1.42], [0.44, -1.16, 0.53], [0.96, -0.73, 1.26]], "smiles": "C=CNC/C=C/C", "e_tot_ha": -289.84696, "homo_ha": -0.281, "molar_mass_g_mol": 97.16, "orbital_gap_ev": 8.70, "total_charge": 0}

=====

{"formula": "C6H11N", "method": "ωB97M-V/def2-TZVPD", "species": ["C", "C", "N", "H", "H", "H", "H", "H", "C", "C", "C", "C", "H", "H", "H", "H", "H", "H"], "xyz": [[2.2846, -0.6947, -0.4917], [0.9634, 0.1801, 1.2171], [1.3535, -0.8637, 0.5947], [3.0193, -1.4993, -0.4564], [2.8166, 0.2636, -0.4784], [1.7422, -0.7599, -1.4398], [0.3666, 0.0440, 2.1087], [1.3421, 1.1836, 1.0046], [-1.2910, -1.3428, -0.5827], [-1.2653, 0.0897, -0.9215], [-1.6868, 2.0589, 0.7032], [-1.2932, 1.0439, -0.0100], [-0.9044, 0.3390, -1.9147], [-1.9163, -1.5449, 0.2849], [-1.6117, -1.9598, -1.4185], [-0.2190, -1.5794, -0.1920], [-1.0267, 2.5558, 1.4007], [-2.6740, 2.4859, 0.5917]], "forces_ev_per_angstrom": [[0.03, 0.16, -0.28], [1.08, -1.03, -0.10], [0.10, 0.84, 1.04], [-0.05, 0.00, -0.08], [-0.07, 0.05, 0.05], [0.05, -0.11, -0.04], [-0.40, 0.09, -0.05], [-0.06, 0.02, -0.13], [1.12, -0.63, 0.88], [0.66, 0.65, 0.53], [0.44, 0.27, 0.30], [-1.08, -0.12, -1.21], [-0.09, 0.20, -0.06], [-0.20, 0.00, 0.00], [0.22, -0.12, 0.02], [-1.66, -0.16, -0.97], [0.09, 0.05, 0.08], [-0.15, -0.16, 0.03]], "smiles": "C=C=CC.C=NC", "e_tot_ha": -289.85175, "homo_ha": -0.331, "molar_mass_g_mol": 97.16, "orbital_gap_ev": 10.06, "total_charge": 0}

=====

{"formula": "C6H11N", "method": "ωB97M-V/def2-TZVPD", "species": ["C", "C", "C", "N", "C", "C", "C", "H", "H", "H", "H", "H", "H", "H", "H", "H", "H", "H"], "xyz": [[-1.2994, 0.2370, -1.0599], [-0.3891, -0.4441, -0.1039], [-0.2277, -1.7658, -0.0340], [-0.7877, -2.7092, -0.9128], [0.1288, 0.4393, 1.0286], [0.7972, 1.7144, 0.6239], [2.0843, 1.9711, 0.8407], [-1.6930, -0.3361, -1.8969], [-2.2272, 0.5842, -0.5824], [-0.8612, 1.1395, -1.4913], [0.1877, -2.1305, 0.8978], [-0.8706, -2.3589, -1.8582], [-0.2122, -3.5401, -0.9519], [0.8019, -0.1720, 1.6313], [-0.7491, 0.6582, 1.6449], [0.1537, 2.5810, 0.4853], [2.3960, 3.0012, 0.9427], [2.7677, 1.1308, 0.7962]], "forces_ev_per_angstrom": [[-0.57, 0.66, -0.72], [-0.23, 0.02, 0.44], [-0.45, 0.70, 0.17], [0.45, -0.29, 0.00], [-0.33, -1.31, -1.09], [-0.14, 0.88, 1.39], [-0.52, -0.30, -0.81], [0.37, -0.40, -0.06], [0.24, -0.03, 0.38], [0.16, 0.00, -0.02], [0.38, -0.47, -0.28], [-0.13, 0.10, 0.08], [-0.14, -0.08, 0.03], [0.07, 0.15, 0.07], [0.15, 0.36, 0.15], [-0.16, -0.11, 0.01], [0.50, -0.10, -0.51], [0.35, 0.21, 0.78]], "smiles": "C=CC/C(C)=C/N", "e_tot_ha": -289.91211, "homo_ha": -0.291, "molar_mass_g_mol": 97.16, "orbital_gap_ev": 8.92, "total_charge": 0}

=====

{"formula": "C6H11N", "method": "ωB97M-V/def2-TZVPD", "species": ["C", "C", "N", "C", "C", "C", "C", "H", "H", "H", "H", "H", "H", "H", "H", "H", "H", "H"], "xyz": [[-1.7007, -1.2885, -0.9198], [-0.2021, -1.0921, -0.7178], [-0.6710, 2.4085, 0.5272], [-0.4331, 1.3510, -0.3544], [0.2718, 0.2238, -0.1009], [1.3015, 0.2760, 0.9335], [2.2662, -0.6277, 1.0904], [-1.8614, -1.1858, -1.9955], [-1.9802, -2.3334, -0.7645], [-2.2883, -0.6082, -0.3119], [0.3160, -1.8087, -0.0799], [0.3238, -1.1952, -1.6754], [-0.4643, 3.3068, 0.1317], [-0.4264, 2.2360, 1.4837], [-1.0802, 1.3589, -1.2259], [1.3402, 1.1963, 1.5049], [3.2241, -0.5412, 1.5840], [2.0641, -1.6764, 0.8905]], "forces_ev_per_angstrom": [[0.66, -0.67, -0.64], [2.13, 0.55, -0.09], [0.20, -0.26, -0.84], [-0.52, -0.88, 0.36], [-1.81, 0.50, 0.72], [0.40, 0.19, -0.14], [-0.15, -1.32, 0.66], [-0.55, 0.59, 0.18], [-0.05, 0.12, 0.47], [-0.21, -0.07, -0.12], [-0.65, -0.53, -0.03], [-0.16, -0.20, -0.04], [-0.02, 0.45, 0.43], [0.34, 0.36, 0.07], [0.00, 0.12, -0.11], [0.50, 0.33, -0.44], [-0.28, 0.66, 0.54], [0.17, 0.08, -0.99]], "smiles": "C=C/C(=C\\N)CC", "e_tot_ha": -289.89634, "homo_ha": -0.280, "molar_mass_g_mol": 97.16, "orbital_gap_ev": 8.65, "total_charge": 0}

=====

{"formula": "C6H11N", "method": "ωB97M-V/def2-TZVPD", "species": ["C", "N", "C", "C", "C", "C", "C", "H", "H", "H", "H", "H", "H", "H", "H", "H", "H", "H"], "xyz": [[-1.5062, 1.4015, 0.3996], [-1.5268, 0.4149, -0.7137], [-0.4676, -0.4719, -0.8917], [-0.6153, -1.4634, -1.8068], [1.9399, 0.0236, 2.0129], [1.4175, 0.3662, 0.6354], [0.7817, -0.5961, -0.0590], [-2.4600, 1.5042, 0.9169], [-0.7481, 1.1698, 1.1187], [-1.1689, 2.3336, -0.0739], [-1.9461, 0.7864, -1.5410], [0.2151, -2.1223, -2.0200], [-1.2487, -1.3877, -2.6920], [2.8233, 0.5729, 2.3627], [2.0629, -1.0502, 2.0616], [1.1550, 0.4283, 2.6881], [1.2880, 1.4313, 0.4226], [1.1276, -1.6212, 0.0846]], "forces_ev_per_angstrom": [[0.31, 0.23, -1.67], [0.79, 0.80, 2.14], [0.30, -1.80, -1.22], [0.93, 0.71, -1.19], [0.31, 1.21, -0.34], [-0.56, -0.19, 0.29], [-0.78, 0.97, 0.39], [-0.06, -0.03, -0.31], [0.13, -0.44, 0.35], [-0.43, 0.35, 0.62], [-0.07, -0.17, -0.38], [0.18, -0.10, 0.36], [-0.69, -0.08, 0.68], [0.18, -0.33, -0.42], [0.01, -0.14, 0.55], [0.21, -0.80, -0.12], [-0.28, -0.33, 0.05], [-0.47, 0.12, 0.23]], "smiles": "C=C(/C=C/C)NC", "e_tot_ha": -289.87836, "homo_ha": -0.279, "molar_mass_g_mol": 97.16, "orbital_gap_ev": 8.49, "total_charge": 0}

=====

{"formula": "C6H11N", "method": "ωB97M-V/def2-TZVPD", "species": ["C", "C", "N", "C", "C", "C", "C", "H", "H", "H", "H", "H", "H", "H", "H", "H", "H", "H"], "xyz": [[-1.9128, -1.0803, -1.9543], [-1.5169, -0.7373, -0.5303], [-0.1877, 0.9471, 1.5187], [0.5219, 0.2306, 0.5746], [-0.0411, -0.5303, -0.3698], [2.7219, 1.2418, 1.2782], [1.9783, 0.3240, 0.6745], [-2.8618, -1.5822, -2.1445], [-1.1159, -1.6458, -2.4339], [-2.0191, -0.1511, -2.5241], [-2.0105, 0.1751, -0.1801], [-1.8498, -1.4853, 0.2041], [-1.1497, 1.1228, 1.2852], [0.1319, 1.5411, 2.2576], [0.5447, -1.2462, -0.9141], [3.7922, 1.0752, 1.3341], [2.4270, 1.9532, 2.0493], [2.5474, -0.1524, -0.1253]], "forces_ev_per_angstrom": [[-0.04, 0.66, -0.73], [-0.27, 0.27, 0.90], [-1.52, 0.02, -0.30], [0.89, 0.35, 0.77], [-0.65, -0.53, 0.18], [0.48, -0.30, 2.00], [0.45, 0.74, -1.67], [0.03, -0.25, 0.60], [-0.06, -0.19, -0.06], [0.28, -0.02, -0.04], [-0.31, -0.01, -0.33], [0.05, -0.19, -0.24], [-0.03, -0.08, 0.18], [0.83, -0.07, -0.33], [0.65, 0.21, -0.31], [0.11, 0.30, -0.71], [-0.53, -0.06, -0.28], [-0.36, -0.85, 0.39]], "smiles": "C=C/C(N)=C/CC", "e_tot_ha": -289.91491, "homo_ha": -0.286, "molar_mass_g_mol": 97.16, "orbital_gap_ev": 8.83, "total_charge": 0}